Entry 1:
# H16NO11

9 unconnected molecules or ions with the total composition H16NO11 (the ωB97M-V functional and the def2-TZVPD basis, OMol25).

```
28
H16NO11 the ωB97M-V functional and the def2-TZVPD basis
N -0.17746 -0.04925 -0.22682
O -1.37405 0.24778 -0.03982
O 0.72486 0.79345 0.01073
O 0.14287 -1.16779 -0.66044
O -2.24454 -2.80048 -1.29527
H -1.66594 -2.08005 -0.99257
H -1.97494 -2.95761 -2.20367
O 2.78369 1.55136 -1.85270
H 3.27893 0.78602 -1.54743
H 1.88860 1.38924 -1.51147
O 1.93686 -3.44108 -1.09118
H 1.88548 -2.52947 -0.77838
H 2.50595 -3.89086 -0.46162
O -3.77646 -0.00064 2.64755
H -2.93748 -0.44608 2.49866
H -3.55459 0.93552 2.57736
O -2.16730 0.51781 -3.07632
H -2.41328 -0.39256 -3.26248
H -1.80430 0.48110 -2.18336
O -1.65292 2.22303 2.04929
H -0.88431 1.82744 2.47056
H -1.81623 1.64143 1.28808
O 1.91290 3.19550 1.09530
H 1.32542 2.45228 0.89523
H 2.74073 2.94926 0.67198
O 2.46683 -0.80300 1.71508
H 2.90713 -0.10806 2.21222
H 1.94352 -0.32431 1.05151
```

* energy above the lowest of the compared OMol25 structures with the same formula, charge and spin: 2.8 kcal/mol
* LUMO level: 3.0 eV
* HOMO-LUMO gap: 10.36 eV
* electronic energy: -891.99709 Ha
* net charge: -1
* multiplicity: 1

natural (NBO) population analysis, charges in e, atoms 1 to 6: number 1, N, carries 0.725; number 2, O, carries -0.540; number 3, O, carries -0.608; number 4, O, carries -0.509; number 5, O, carries -0.963; number 6, H, carries 0.494



Entry 2:
# C2H4IPS

2 unconnected molecules or ions with the total composition C2H4IPS at a distorted geometry (the ωB97M-V functional and the def2-TZVPD basis, OMol25).

```
9
C2H4IPS the ωB97M-V functional and the def2-TZVPD basis
C -0.37018 -0.95730 -0.11434
C -0.37895 0.58200 -0.22872
P 1.77340 -1.29944 1.09746
S -1.00041 -2.26202 -0.70594
I 3.23771 0.04752 -0.21210
H -1.44391 1.08676 -0.39036
H 0.38679 0.96714 -0.99222
H -0.09973 0.83334 0.90231
H 2.27589 -2.54370 0.71470
```

* energy above the lowest of the compared OMol25 structures with the same formula, charge and spin: 52.8 kcal/mol
* LUMO level: -0.6 eV
* HOMO-LUMO gap: 7.04 eV
* electronic energy: -1115.74226 Ha
* net charge: 0
* multiplicity: 1

natural (NBO) population analysis, charges in e, atoms 1 to 6: number 1, C, carries -0.197; number 2, C, carries -0.750; number 3, P, carries 0.118; number 4, S, carries 0.199; number 5, I, carries -0.116; number 6, H, carries 0.246



Entry 3:
# C37H39N4PtS2Si

A molecular structure, C37H39N4PtS2Si (the ωB97M-V functional and the def2-TZVPD basis, OMol25).

```
84
C37H39N4PtS2Si the ωB97M-V functional and the def2-TZVPD basis
Pt -0.35308 1.58043 -0.41069
C 1.73274 -3.32276 1.95036
C 2.63884 -3.37333 0.71232
C 1.84658 -3.95015 -0.47129
C 3.81646 -4.29772 1.01786
C 3.09376 -1.95900 0.35120
C 4.44460 -1.61462 0.18704
C 4.84279 -0.34544 -0.19204
C 3.86097 0.61077 -0.41355
S 4.02535 2.26452 -0.93430
C 2.32333 2.43845 -0.91099
N 1.67581 1.36434 -0.51984
C 2.51490 0.29036 -0.23935
C 2.12951 -0.98679 0.13896
C 1.52291 3.60352 -1.25297
C 2.01936 4.82285 -1.70051
C 1.13261 5.84577 -1.98740
C -0.23376 5.64263 -1.82641
C -0.73445 4.42299 -1.38018
C 0.14810 3.39666 -1.09475
H 1.43320 -4.33306 2.23428
H 0.82179 -2.74991 1.76304
H 2.25683 -2.86981 2.79378
H 1.50086 -4.95817 -0.23511
H 2.46801 -4.00263 -1.36671
H 0.97012 -3.33788 -0.70270
H 3.43836 -5.27841 1.30843
H 4.42566 -3.91942 1.84097
H 4.45795 -4.43963 0.14663
H 5.21025 -2.35883 0.35002
H 5.89096 -0.11510 -0.32551
H 1.07745 -1.21294 0.21771
H 3.08592 4.96864 -1.82489
H 1.50122 6.79950 -2.33814
H -0.92391 6.44491 -2.05312
H -1.80162 4.28823 -1.26404
C 0.71286 2.81310 2.34506
N -0.42652 2.50975 1.46153
C -1.63771 2.80417 1.82015
C -2.68500 2.55316 0.91626
C -4.05026 2.84428 0.86012
C -4.48485 2.42908 -0.39831
C -3.37442 1.90764 -1.07324
N -2.30465 1.97641 -0.27318
C 0.75722 2.00390 3.61666
C 0.72987 0.61577 3.56507
C 0.77504 -0.13234 4.72989
C 0.86593 0.50477 5.96185
C 0.91569 1.88810 6.01889
C 0.86008 2.63517 4.84829
H 0.66599 3.87662 2.58963
H 1.63117 2.66496 1.77556
H -1.82622 3.26181 2.78859
H -4.64021 3.29538 1.64131
H -5.48588 2.48958 -0.79065
H -3.30548 1.48056 -2.06279
H 0.69540 0.12203 2.60279
H 0.74972 -1.21320 4.67970
H 0.90317 -0.07772 6.87258
H 0.99025 2.39001 6.97430
H 0.88884 3.71756 4.89732
C -2.22086 -4.14174 -3.78311
Si -2.60774 -2.32061 -3.62030
C -1.67089 -1.36849 -4.92055
C -4.44242 -2.02116 -3.78992
C -2.15264 -1.83451 -1.83743
C -2.71319 -2.58452 -0.80636
C -2.50048 -2.27101 0.53038
C -1.69864 -1.19155 0.82541
N -1.10307 -0.48294 -0.13820
C -1.34114 -0.77780 -1.42887
S -0.54331 0.41948 -2.46522
H -2.57752 -4.51136 -4.74712
H -2.69204 -4.74689 -3.00664
H -1.14411 -4.31887 -3.73769
H -1.95645 -1.76692 -5.89787
H -0.58935 -1.48082 -4.82323
H -1.90482 -0.30433 -4.91121
H -4.79065 -2.35099 -4.77132
H -4.67884 -0.95882 -3.69273
H -5.01731 -2.56146 -3.03540
H -3.35434 -3.42602 -1.04595
H -2.95711 -2.84262 1.32510
H -1.52347 -0.87556 1.84273
```

* energy above the lowest of the compared OMol25 structures with the same formula, charge and spin: 0.0 kcal/mol
* LUMO level: -3.0 eV
* HOMO-LUMO gap: 7.83 eV
* electronic energy: -2857.46924 Ha
* net charge: +1
* multiplicity: 1

Löwdin population analysis, charges in e, atoms 1 to 6: number 1, Pt, carries 1.326; number 2, C, carries -0.040; number 3, C, carries -0.550; number 4, C, carries -0.031; number 5, C, carries -0.061; number 6, C, carries -0.145



Entry 4:
# C32H76ClGaO8P

A molecular structure, C32H76ClGaO8P (the ωB97M-V functional and the def2-TZVPD basis, OMol25).

```
119
C32H76ClGaO8P the ωB97M-V functional and the def2-TZVPD basis
C 3.87528 -4.49304 -0.64568
C 2.99391 -3.23356 -0.75315
C 3.71346 -1.98589 -1.29193
C 3.44660 -0.70245 -0.49913
C 4.25143 0.44612 -1.11520
Ga 1.47250 -0.18681 -0.26245
C 0.17522 -1.34108 -1.31649
C 0.39123 -1.33590 -2.83285
C -0.75312 -1.92010 -3.68568
C -2.16137 -1.59684 -3.18237
C -2.64127 -2.51477 -2.05683
O -3.84256 -3.16378 -2.46100
C -4.25939 -4.26025 -1.66594
C -3.86985 -4.22295 -0.19446
C 1.33888 1.81299 -0.77342
P -0.22085 2.64173 -0.80055
O -0.34021 3.86638 -1.61298
O -0.56551 2.95006 0.74156
O -1.35055 1.58271 -1.26417
C 1.00788 -0.53305 1.74000
Cl 1.03331 0.96958 2.78788
C -0.27242 -1.31516 2.02746
C -1.58866 -0.56533 1.81405
H 4.80419 -4.37501 -1.20816
H 4.13133 -4.72543 0.38989
H 3.37043 -5.37375 -1.04972
H 2.58892 -2.99647 0.23571
H 2.13119 -3.47142 -1.37855
H 3.46703 -1.81686 -2.34645
H 4.79768 -2.18869 -1.27736
H 3.84711 -0.87577 0.51215
H 4.13448 1.36313 -0.53270
H 3.93582 0.64674 -2.14293
H 5.32873 0.22088 -1.13404
H 0.27250 -2.36089 -0.92424
H -0.83625 -1.00712 -1.07761
H 0.61901 -0.32206 -3.17997
H 1.28952 -1.92877 -3.04001
H -0.63871 -3.00839 -3.76267
H -0.65426 -1.53816 -4.70758
H -2.87274 -1.71669 -4.00350
H -2.20826 -0.55039 -2.86981
H -2.82638 -1.94240 -1.14206
H -1.86282 -3.25269 -1.83281
H -5.35032 -4.28197 -1.74504
H -3.89398 -5.19734 -2.11250
H -4.39603 -5.01811 0.33600
H -2.80312 -4.40952 -0.06218
H -4.09885 -3.26727 0.27761
H 1.73100 1.89394 -1.79277
H 1.96729 2.43304 -0.12582
H -0.22587 2.27033 1.35293
H -1.67828 1.04553 -0.52722
H 1.83881 -1.11376 2.14595
H -0.25138 -1.68117 3.06321
H -0.26388 -2.20295 1.38669
H -1.53261 0.47794 2.12702
H -2.38626 -1.01883 2.40756
H -1.91963 -0.62786 0.77358
C -7.16047 0.93069 3.28937
C -5.95374 0.01345 3.40130
O -4.70900 0.67490 3.31333
C -4.43965 1.63128 4.32189
C -4.39199 1.04670 5.72420
H -7.08675 1.54263 2.38965
H -8.07370 0.33620 3.23502
H -7.25045 1.59796 4.14798
H -5.95480 -0.69220 2.56933
H -6.00776 -0.57908 4.32419
H -5.15883 2.45741 4.27519
H -3.46470 2.04145 4.05954
H -5.37150 0.70286 6.06223
H -4.04664 1.80453 6.42857
H -3.70168 0.20217 5.75699
C 4.14715 8.25088 -1.11222
C 2.97906 8.80613 -0.31172
O 1.74170 8.76464 -0.98985
C 1.29068 7.45797 -1.35130
C 1.08881 6.51191 -0.18621
H 4.20094 8.73216 -2.09028
H 5.08226 8.43444 -0.57998
H 4.05983 7.17510 -1.26649
H 3.14926 9.86332 -0.09855
H 2.90970 8.29030 0.65344
H 1.97282 7.01377 -2.08433
H 0.34336 7.62512 -1.86261
H 2.03296 6.24760 0.29622
H 0.63035 5.59171 -0.55265
H 0.43820 6.96150 0.56665
C 6.66626 3.23337 -5.84660
C 6.23600 2.64658 -4.51194
O 5.96279 1.25984 -4.55571
C 7.04157 0.41918 -4.90897
C 8.21956 0.49405 -3.95100
H 5.94214 2.98110 -6.62255
H 6.72892 4.31972 -5.76894
H 7.64509 2.86715 -6.16150
H 5.29991 3.10250 -4.19025
H 6.98170 2.87036 -3.73973
H 7.37244 0.61901 -5.93632
H 6.62270 -0.58736 -4.89749
H 8.72500 1.46016 -3.99571
H 8.95184 -0.27459 -4.20329
H 7.88135 0.33262 -2.92666
C -5.44058 -6.68604 4.46549
C -4.21597 -6.00830 3.87251
O -4.49946 -4.79704 3.20142
C -5.05963 -3.76165 3.98493
C -4.17261 -3.30111 5.12946
H -6.21296 -6.80809 3.70468
H -5.16972 -7.67092 4.84876
H -5.86490 -6.11491 5.29265
H -3.76929 -6.64952 3.11197
H -3.45542 -5.85358 4.64714
H -6.05241 -4.04520 4.35651
H -5.20120 -2.93780 3.28514
H -4.07141 -4.06213 5.90548
H -4.60015 -2.41041 5.59270
H -3.17631 -3.05485 4.75960
```

* LUMO level: 2.2 eV
* HOMO-LUMO gap: 7.37 eV
* electronic energy: -4593.17187 Ha
* net charge: -1
* multiplicity: 1

Löwdin population analysis, charges in e, atoms 1 to 6: number 1, C, carries -0.112; number 2, C, carries -0.256; number 3, C, carries -0.262; number 4, C, carries -0.385; number 5, C, carries -0.163; number 6, Ga, carries 0.466



Entry 5:
# C3H9NO2PS2

2 unconnected molecules or ions with the total composition C3H9NO2PS2 at a distorted geometry (the ωB97M-V functional and the def2-TZVPD basis, OMol25).

```
18
C3H9NO2PS2 the ωB97M-V functional and the def2-TZVPD basis
C 1.41198 1.44904 -0.05557
C 0.68916 -1.46575 -1.33673
C -0.06350 -0.28483 -0.98176
N 0.85259 2.60349 -0.38403
O 2.35678 0.92430 0.39594
O 0.49355 -0.74868 1.50921
P -0.77474 -0.37253 0.64642
S -2.24625 -1.87056 1.14984
S -1.40360 1.54637 1.41607
H 0.51575 -2.33595 -0.60401
H 0.57808 -1.97072 -2.31412
H 1.72651 -1.25379 -1.33573
H -0.65273 0.26105 -1.74320
H -0.10882 2.58749 -0.54719
H 1.31611 3.51767 -0.22687
H 0.56693 -1.77796 1.66334
H -3.19546 -2.03926 0.16010
H -2.06232 1.23058 2.58830
```

* energy above the lowest of the compared OMol25 structures with the same formula, charge and spin: 40.7 kcal/mol
* LUMO level (alpha / beta): -4.1 / -4.1 eV
* HOMO-LUMO gap (alpha / beta): 8.52 / 8.52 eV
* electronic energy: -1462.37055 Ha
* net charge: +1
* multiplicity: 1

natural (NBO) population analysis, charges in e, atoms 1 to 6: number 1, C, carries 0.852; number 2, C, carries -0.683; number 3, C, carries -0.726; number 4, N, carries -0.819; number 5, O, carries -0.426; number 6, O, carries -0.989



Entry 6:
# C8H9NO3

C8H9NO3 in the gas phase at a distorted geometry (the ωB97M-V functional and the def2-TZVPD basis, OMol25).

```
21
C8H9NO3 the ωB97M-V functional and the def2-TZVPD basis
C 0.05575 0.21491 1.59534
C -0.84825 -0.77227 1.28095
C 1.87026 0.31457 -1.02210
C -0.21768 1.35536 -1.90036
C 0.32062 -2.16565 -1.13277
C -0.05072 1.40190 0.88250
C -1.42563 -0.86720 -0.08128
C 0.49722 0.23508 -1.25430
N -0.19811 -0.90347 -0.94532
O 2.59671 1.15398 -1.48530
O -1.36948 1.56677 -2.20766
O -0.20072 -3.13156 -0.69658
H 0.91872 -0.07966 2.22436
H -1.02150 -1.57174 2.02178
H 2.25278 -0.49063 -0.38879
H 0.55550 2.02020 -2.28992
H 1.28899 -2.10191 -1.65729
H -0.92784 1.59714 0.30476
H 0.73636 2.21191 0.83897
H -1.98756 -1.68902 -0.33429
H -1.92167 -0.01990 -0.38047
```

* energy above the lowest of the compared OMol25 structures with the same formula, charge and spin: 104.5 kcal/mol
* LUMO level: -1.8 eV
* HOMO-LUMO gap: 6.71 eV
* electronic energy: -590.57230 Ha
* net charge: 0
* multiplicity: 1

natural (NBO) population analysis, charges in e, atoms 1 to 6: number 1, C, carries -0.314; number 2, C, carries -0.059; number 3, C, carries 0.344; number 4, C, carries 0.366; number 5, C, carries 0.547; number 6, C, carries -0.247